An isolated molecule of C19H20FN5O3S2 in a non-equilibrium geometry. Source: the OMol25 dataset; level of theory: wB97M-V/def2-TZVPD.

Properties
Largest force on an atom   0.037 Eh/bohr
ΔE to the lowest compared entry with this formula, charge and spin   6.5 kJ/mol
Total charge   0
HOMO   -8.4658 eV
SMILES   O=C(Nc1nnc(SCC(=O)N2CCCC2)s1)[C@H]1CC(=O)N(c2ccc(F)cc2)C1

Positions of all 50 atoms, in Å:
O1 2.675 1.847 -0.600
C1 1.949 0.933 -0.289
N1 0.659 0.919 -0.762
C2 -0.430 0.121 -0.551
N2 -1.549 0.381 -1.140
N3 -2.528 -0.457 -0.850
C3 -2.194 -1.384 -0.020
S1 -3.249 -2.614 0.561
C4 -4.800 -1.852 0.014
C5 -4.957 -0.498 0.708
O2 -4.277 -0.179 1.663
N4 -5.908 0.293 0.194
C6 -6.788 0.005 -0.921
C7 -7.590 1.294 -1.108
C8 -7.596 1.909 0.290
C9 -6.193 1.590 0.789
S2 -0.515 -1.297 0.497
C10 2.385 -0.229 0.587
C11 2.583 -1.488 -0.260
C12 4.063 -1.473 -0.625
O3 4.565 -2.156 -1.485
N5 4.689 -0.592 0.202
C13 6.057 -0.290 0.207
C14 6.629 0.331 1.318
C15 7.975 0.644 1.335
C16 8.752 0.331 0.236
F1 10.068 0.634 0.252
C17 8.211 -0.286 -0.876
C18 6.864 -0.593 -0.890
C19 3.786 0.030 1.152
H1 0.446 1.702 -1.376
H2 -4.766 -1.753 -1.069
H3 -5.600 -2.532 0.307
H4 -7.446 -0.838 -0.675
H5 -6.219 -0.250 -1.819
H6 -7.071 1.957 -1.800
H7 -8.590 1.103 -1.492
H8 -8.340 1.416 0.917
H9 -7.799 2.977 0.279
H10 -5.464 2.326 0.433
H11 -6.110 1.520 1.875
H12 1.655 -0.369 1.387
H13 2.377 -2.394 0.313
H14 1.979 -1.519 -1.166
H15 6.034 0.571 2.184
H16 8.422 1.124 2.191
H17 8.839 -0.518 -1.721
H18 6.436 -1.076 -1.751
H19 3.892 -0.426 2.143
H20 3.990 1.102 1.213